No. 1
This record from the Open Molecules 2025 dataset describes a cluster of 2 separate species, C4H11NOS in total at a distorted geometry. The level of theory is ωB97M-V/def2-TZVPD.

CARTESIAN COORDINATES (ANGSTROEM)
C 1.202872 -1.394305 0.191437
C 0.855392 -0.898231 -1.194337
O 1.100812 0.125298 -1.777280
N -0.036664 -1.712609 -1.922621
H 0.426380 -2.189912 0.570426
H 0.876713 -0.511125 0.945718
H -0.893241 -1.287955 -2.493163
H -0.392297 -2.564063 -1.362922
H 2.268654 -1.634098 0.385759
C 0.572693 1.978171 1.060783
C -1.780407 0.775669 0.466775
S -1.307355 2.288818 1.255261
H 1.237659 2.310539 1.848362
H 0.479943 0.905676 1.176496
H 1.005790 2.328288 0.119012
H -1.227647 0.683917 -0.526880
H -2.923586 0.892605 0.202774
H -1.465711 -0.096684 1.054401

Cartesian forces, eV/Å:
-1.84 0.83 2.72
-2.69 -1.04 -2.33
1.49 1.71 1.31
-3.27 -2.03 1.45
2.01 0.98 -1.05
1.35 -2.21 -1.85
3.15 -0.85 1.46
0.76 1.77 -1.49
-0.83 0.04 -0.20
-1.14 -0.11 0.65
-1.83 0.54 -2.21
2.23 -0.05 -0.36
-0.58 0.68 0.53
0.61 0.23 -0.52
-0.69 -0.29 -0.26
-0.45 0.32 1.10
2.23 -0.71 0.89
-0.51 0.19 0.14

## Properties
Net charge: +1
Energy relative to the best compared isomer or geometry (same formula, charge and spin) in eV: 1.937
Spin multiplicity: 2
HOMO-LUMO gap (alpha / beta) in eV: 9.638 / 4.921
HOMO (alpha / beta) in eV: -13.45 / -13.45
E_tot in eV: -18689.1446

No. 2
This record from the Open Molecules 2025 dataset describes the ion C4H11NP with charge +1 at a distorted geometry. The level of theory is ωB97M-V/def2-TZVPD.

CARTESIAN COORDINATES (ANGSTROEM)
C -0.531850 -0.162013 0.924329
C 0.312373 -1.351846 0.481515
C 1.086291 1.593568 0.221427
C -0.327372 -0.853224 -2.222190
N 0.334315 1.002486 1.315329
P 1.157057 -1.129410 -1.174692
H -1.189642 0.170810 0.119092
H -1.140236 -0.437879 1.788217
H 1.083199 -1.549343 1.229467
H -0.333124 -2.232945 0.439666
H 0.522614 2.231732 -0.432041
H 2.104451 1.850953 0.429381
H -1.203081 -1.358983 -1.823779
H -0.129999 -1.231078 -3.224493
H -0.530801 0.211528 -2.321158
H -0.288319 1.693998 1.759905
H 0.997957 0.680734 2.029242

Cartesian forces, eV/Å:
-0.38 -0.76 -0.17
0.32 0.35 -0.36
0.20 -1.18 -1.05
0.22 -0.02 -0.01
-0.02 0.08 0.36
-0.23 1.24 0.95
0.05 0.12 0.16
0.02 0.22 0.05
0.01 -0.14 0.03
-0.02 0.02 -0.01
-0.25 0.03 -0.10
0.24 0.00 0.19
-0.13 -0.03 0.03
0.04 -0.02 0.00
-0.09 0.06 -0.02
0.27 -0.11 -0.02
-0.23 0.12 -0.04

## Properties
Net charge: +1
Energy relative to the best compared isomer or geometry (same formula, charge and spin) in eV: 2.537
Spin multiplicity: 1
HOMO-LUMO gap (alpha / beta) in eV: 7.142 / 8.786
HOMO (alpha / beta) in eV: -12.25 / -13.51
E_tot in eV: -15095.8020

No. 3
This record from the Open Molecules 2025 dataset describes a cluster of 2 separate species, C4H11NS in total at a distorted geometry. The level of theory is ωB97M-V/def2-TZVPD.

CARTESIAN COORDINATES (ANGSTROEM)
C -0.667126 0.130076 -2.345853
S -2.224151 0.596231 -1.530242
C -1.585117 1.087875 0.076084
H -0.103047 1.037661 -2.539331
H -0.150790 -0.459993 -1.585340
H -0.789466 -0.499170 -3.220891
H -1.546673 2.180202 0.149783
H -0.569118 0.717271 0.156357
H -2.235842 0.744421 0.873834
C 0.084959 -0.983802 1.487014
C 1.326927 -0.443409 1.681780
N 2.276529 -0.375805 0.603915
H -0.107691 -1.771300 0.738215
H -0.830312 -0.638555 1.935048
H 1.723080 -0.026090 2.608499
H 2.202862 -1.161047 -0.030025
H 3.194978 -0.134566 0.941151

Cartesian forces, eV/Å:
0.08 0.07 1.19
-0.52 -0.34 -0.59
0.05 1.10 -0.46
0.21 -0.10 -0.31
0.27 0.01 -0.23
-0.34 0.21 -0.14
-0.02 -0.01 -0.09
-0.12 -0.21 0.41
0.13 -0.35 -0.01
0.07 -0.48 -0.07
-0.03 0.09 -0.29
-0.60 0.29 0.51
0.20 0.29 -0.28
0.26 -0.18 0.70
-0.28 0.27 -0.06
0.43 -0.10 0.02
0.20 -0.56 -0.30

## Properties
Net charge: -1
Energy relative to the best compared isomer or geometry (same formula, charge and spin) in eV: 3.001
Spin multiplicity: 2
HOMO-LUMO gap (alpha / beta) in eV: 2.027 / 7.087
HOMO (alpha / beta) in eV: 1.41 / -3.33
E_tot in eV: -16648.4810

No. 4
This record from the Open Molecules 2025 dataset describes an isolated molecule of C4H11NS at a distorted geometry. The level of theory is ωB97M-V/def2-TZVPD.

CARTESIAN COORDINATES (ANGSTROEM)
C 1.171391 -0.766597 0.427534
N 0.625688 -0.933556 -0.894118
C -0.411214 0.023655 -1.299572
C -0.170416 1.437732 -0.733311
S -1.705757 2.440214 -0.813410
C 0.184133 -0.879676 1.608880
H 1.731803 0.157495 0.468971
H 1.909219 -1.566248 0.579541
H 0.207675 -1.865037 -0.956477
H -0.384835 0.163160 -2.372086
H -1.375924 -0.337026 -0.937114
H 0.667936 1.854873 -1.265132
H -0.035447 1.417479 0.340650
H -2.317203 1.722786 0.136518
H -0.668846 -0.206685 1.563630
H 0.775774 -0.754414 2.525547
H -0.203978 -1.908158 1.619949

Cartesian forces, eV/Å:
-0.05 -0.56 0.68
-0.18 -0.36 -0.64
0.30 0.50 1.00
-1.14 -0.92 0.43
0.30 0.17 -0.57
0.64 -0.66 -0.21
0.09 0.30 0.06
-0.04 0.18 -0.13
0.35 0.33 -0.10
-0.39 -0.44 -0.34
-0.30 0.20 -0.35
0.12 0.71 0.08
0.76 -0.04 -0.07
-0.05 0.02 0.00
0.09 0.19 0.12
-0.46 0.18 -0.01
-0.06 0.22 0.07

## Properties
Net charge: 0
Energy relative to the best compared isomer or geometry (same formula, charge and spin) in eV: 0.717
Spin multiplicity: 1
HOMO-LUMO gap in eV: 9.641
HOMO in eV: -8.76
E_tot in eV: -16651.0760
SMILES: CCNCCS

No. 5
This record from the Open Molecules 2025 dataset describes an isolated molecule of C4H11NS at a distorted geometry. The level of theory is ωB97M-V/def2-TZVPD.

CARTESIAN COORDINATES (ANGSTROEM)
C 1.211825 0.115219 -1.557335
C 1.863983 -0.593656 -0.334932
S 0.957033 -0.960344 1.191379
H 0.494000 -0.568157 -2.047965
H 1.897640 0.527372 -2.293547
H 0.646197 1.004186 -1.223070
H 2.689888 0.068556 -0.062082
H 2.407354 -1.474691 -0.704439
C -1.414474 1.204125 1.255373
C -0.829476 -1.018813 0.509144
N -1.462867 0.212154 0.162627
H -2.239464 1.084479 1.954558
H -1.203584 2.193114 0.798580
H -0.481601 1.127984 1.805986
H -1.387483 -1.541305 1.299434
H -0.839022 -1.688309 -0.391863
H -2.309941 0.308093 -0.361841

Cartesian forces, eV/Å:
-1.46 0.03 0.95
1.55 0.62 -1.33
-1.73 0.34 -1.37
0.34 0.46 0.06
0.53 -0.56 0.08
0.04 -0.54 -0.03
-0.09 0.02 0.45
-0.49 -0.14 0.20
0.85 0.27 -1.18
-0.26 -1.51 -0.68
1.71 1.85 1.50
-0.21 0.61 0.03
-1.24 -0.12 0.38
0.01 -0.70 0.20
0.35 -0.17 0.14
0.18 0.47 0.86
-0.09 -0.92 -0.26

## Properties
Net charge: 0
Energy relative to the best compared isomer or geometry (same formula, charge and spin) in eV: 1.246
Spin multiplicity: 1
HOMO-LUMO gap in eV: 9.512
HOMO in eV: -8.53
E_tot in eV: -16650.5473
SMILES: CCSCNC

No. 6
This record from the Open Molecules 2025 dataset describes an isolated molecule of C4H11NS at a distorted geometry. The level of theory is ωB97M-V/def2-TZVPD.

CARTESIAN COORDINATES (ANGSTROEM)
C -2.210879 0.875815 -0.004119
N -0.768484 0.829175 0.532611
C 0.173991 0.061671 -0.450744
C 1.496435 -0.242294 0.296173
S 2.513674 -1.300004 -0.629205
C -3.402887 1.124574 0.957769
H -2.448506 -0.178878 -0.485780
H -2.311408 1.552774 -0.777584
H -0.318027 1.734651 0.610640
H -0.208874 -1.069173 -0.656642
H 0.301101 0.621850 -1.452861
H 1.132145 -0.672694 1.269476
H 1.974627 0.630733 0.718848
H 1.546844 -1.968361 -1.335849
H -4.318498 0.851611 0.433477
H -3.333562 2.073992 1.392814
H -3.195208 0.500735 1.827986

Cartesian forces, eV/Å:
0.37 -3.13 0.59
-0.46 -1.83 -1.82
-1.23 -0.76 0.30
-2.84 0.45 1.87
1.10 -1.04 -1.10
2.29 -1.79 0.13
0.89 1.95 0.96
0.09 1.54 -1.91
-0.59 0.27 -0.03
0.15 2.95 0.31
-0.09 -0.97 1.45
0.34 -0.27 -0.94
0.68 0.50 -0.78
0.42 0.45 0.55
-0.03 0.36 0.35
-0.52 1.84 0.10
-0.57 -0.53 -0.05

## Properties
Net charge: 0
Energy relative to the best compared isomer or geometry (same formula, charge and spin) in eV: 1.706
Spin multiplicity: 1
HOMO-LUMO gap in eV: 9.922
HOMO in eV: -8.92
E_tot in eV: -16650.0877
SMILES: CCNCCS

No. 7
This record from the Open Molecules 2025 dataset describes an isolated molecule of C4H11NS at a distorted geometry. The level of theory is ωB97M-V/def2-TZVPD.

CARTESIAN COORDINATES (ANGSTROEM)
C -0.849168 -0.904892 -1.361691
C -0.167547 -0.279891 -0.096229
C -1.007397 0.815439 0.527324
S -0.270720 1.457318 2.023462
C 1.550552 0.871863 2.270007
N -0.289152 -0.786336 -2.680767
H -1.752796 -0.379310 -1.339906
H -1.049988 -1.973324 -1.136147
H 0.753539 0.092547 -0.391929
H 0.040442 -1.062392 0.689772
H -2.062936 0.505908 0.453876
H -0.933180 1.659283 -0.206688
H 2.276973 1.666646 2.148721
H 1.645779 0.675661 3.368262
H 1.976423 -0.157536 1.822260
H -0.626015 -1.428621 -3.362446
H 0.765199 -0.772369 -2.727875

Cartesian forces, eV/Å:
0.22 -1.57 1.41
-0.76 -2.17 0.18
1.00 0.78 -2.77
1.05 -0.29 1.51
0.18 -2.34 0.59
3.00 1.51 -0.06
-1.89 0.38 -0.50
-0.12 0.47 0.08
1.98 0.89 -0.37
-0.24 0.55 -0.91
0.29 0.18 1.34
-0.34 -0.52 0.45
-0.20 0.25 -0.83
-0.64 0.09 -0.74
-1.43 2.50 0.49
-0.34 -0.51 -0.11
-1.76 -0.17 0.24

## Properties
Net charge: 0
Energy relative to the best compared isomer or geometry (same formula, charge and spin) in eV: 1.791
Spin multiplicity: 1
HOMO-LUMO gap in eV: 9.412
HOMO in eV: -8.50
E_tot in eV: -16650.0020
SMILES: CSCCCN

No. 8
This record from the Open Molecules 2025 dataset describes an isolated molecule of C4H11NS at a distorted geometry. The level of theory is ωB97M-V/def2-TZVPD.

CARTESIAN COORDINATES (ANGSTROEM)
C -2.149428 1.270874 -0.093000
C -2.086087 -0.187950 -0.535357
S -0.406702 -0.992610 -0.360654
H -3.184442 1.641730 -0.020085
H -1.786609 1.353002 0.948073
H -1.615234 1.919226 -0.758215
H -2.812762 -0.794154 0.005441
H -2.274867 -0.327945 -1.603974
C 2.751715 -0.213474 0.966075
C 0.778021 0.363536 -0.427157
N 1.557254 0.629536 0.759705
H 3.026747 -0.088945 2.014289
H 2.519547 -1.271823 0.808293
H 3.562922 0.077001 0.294620
H 1.345397 0.156171 -1.363200
H 0.216781 1.288941 -0.497763
H 0.925277 0.509662 1.542902

Cartesian forces, eV/Å:
-0.77 -0.52 1.02
0.64 0.03 -0.57
-0.92 -0.63 0.58
0.19 -0.29 -0.36
0.21 0.10 -0.52
0.30 0.41 -0.16
0.29 -0.09 0.12
-0.37 0.37 0.21
-0.99 0.00 0.16
0.01 0.77 -0.53
0.89 -0.62 -0.09
0.38 -0.01 -0.19
0.16 -0.14 -0.02
-0.10 0.09 0.17
0.14 0.61 0.97
-0.20 -0.13 -0.87
0.14 0.07 0.07

## Properties
Net charge: 0
Energy relative to the best compared isomer or geometry (same formula, charge and spin) in eV: 0.830
Spin multiplicity: 1
HOMO-LUMO gap in eV: 9.344
HOMO in eV: -8.31
E_tot in eV: -16650.9630
SMILES: CCSCNC

No. 9
This record from the Open Molecules 2025 dataset describes a cluster of 2 separate species, C4H11NS in total at a distorted geometry. The level of theory is ωB97M-V/def2-TZVPD.

CARTESIAN COORDINATES (ANGSTROEM)
C -0.275756 1.505138 -1.592621
S -1.667312 0.569477 -0.907873
C -1.620248 1.151437 0.809994
H 0.570427 1.528331 -0.896456
H -0.504440 2.566188 -1.736986
H -0.025192 1.098284 -2.569631
H -1.905901 0.456702 1.598792
H -0.661507 1.640698 0.976377
H -2.364481 1.947385 0.910021
C 1.964868 -1.266347 0.094780
C -0.103244 -1.788836 0.894770
N 0.785303 -0.897620 0.877856
H 2.862481 -0.866211 0.569606
H 1.885774 -0.817216 -0.902190
H 2.104555 -2.343897 -0.013481
H -1.014990 -1.704685 1.468371
H -0.030344 -2.778826 0.418668

Cartesian forces, eV/Å:
-0.04 0.77 0.40
0.07 -0.23 0.05
-0.64 1.41 -0.15
0.01 -0.58 -0.24
-0.35 -0.14 -0.07
0.15 -0.19 0.14
0.50 -0.48 -0.40
0.09 -0.49 0.29
0.03 0.07 -0.11
0.22 0.45 -0.04
-0.10 -0.63 0.38
0.15 -0.70 -0.26
-0.09 0.07 -0.02
0.04 -0.03 0.14
-0.16 -0.09 -0.05
-0.21 0.58 0.12
0.36 0.23 -0.18

## Properties
Net charge: 0
Energy relative to the best compared isomer or geometry (same formula, charge and spin) in eV: 1.439
Spin multiplicity: 1
HOMO-LUMO gap in eV: 9.226
HOMO in eV: -8.23
E_tot in eV: -16650.3546
SMILES: C=NC.CSC

No. 10
This record from the Open Molecules 2025 dataset describes a cluster of 2 separate species, C4H11NS in total at a distorted geometry. The level of theory is ωB97M-V/def2-TZVPD.

CARTESIAN COORDINATES (ANGSTROEM)
C 0.127151 -0.979616 0.660987
S 1.673412 -1.730936 1.136343
C 1.377257 -3.480028 0.819893
H -0.105106 0.042499 0.931063
H -0.598798 -1.658262 1.128752
H 0.117400 -1.271009 -0.396475
H 2.286070 -3.933155 1.228297
H 0.561782 -3.804253 1.463947
H 1.396828 -3.612710 -0.258456
C -0.631248 2.874031 -2.071930
C -1.589063 3.312411 -1.264058
N -2.599519 2.586520 -0.638266
H -0.577640 1.782046 -2.143625
H -0.013195 3.462022 -2.726229
H -1.865338 4.360951 -1.385595
H -2.378080 1.588409 -0.664039
H -2.809371 2.757199 0.331730

Cartesian forces, eV/Å:
-0.21 -1.96 0.10
0.11 0.57 0.33
1.26 0.78 0.90
0.70 0.21 -0.17
-0.24 0.27 -0.08
-0.42 0.70 -0.21
-0.04 -0.08 -0.17
-0.46 -0.13 -0.66
-0.68 -0.32 -0.07
-0.40 -1.63 0.54
-0.72 1.87 -1.16
0.58 -1.85 0.18
0.49 0.15 -0.17
-0.08 0.26 0.12
0.37 0.12 0.71
-0.26 0.19 -0.28
0.00 0.85 0.08

## Properties
Net charge: +1
Energy relative to the best compared isomer or geometry (same formula, charge and spin) in eV: 1.616
Spin multiplicity: 2
HOMO-LUMO gap (alpha / beta) in eV: 7.671 / 2.523
HOMO (alpha / beta) in eV: -11.11 / -11.11
E_tot in eV: -16641.6397

No. 11
This record from the Open Molecules 2025 dataset describes the ion C4H11NS2 with charge -1 at a distorted geometry. The level of theory is ωB97M-V/def2-TZVPD.

CARTESIAN COORDINATES (ANGSTROEM)
S 0.507559 -1.792327 -2.185169
S 1.298862 -0.161607 -1.111286
C 0.905121 -0.728211 0.596393
C -0.561811 -0.498912 0.915882
C -1.173109 0.891455 0.733633
N -0.799152 1.803139 1.788309
C -1.887655 2.351776 2.573576
H 1.507581 -2.019419 -3.150063
H 1.457188 -1.695586 0.560228
H 1.508894 -0.006048 1.170116
H -1.214029 -1.345709 0.498423
H -0.531850 -0.745352 2.002815
H -2.269869 0.939387 0.567339
H -0.811644 1.402043 -0.185253
H -0.239272 2.602568 1.299815
H -2.747092 2.714026 1.969518
H -2.205217 1.538504 3.287235
H -1.458651 3.159890 3.288030

Cartesian forces, eV/Å:
-0.31 -2.22 -2.23
1.10 2.39 0.80
1.55 1.48 -1.89
-1.05 -2.83 1.27
0.13 0.60 -1.45
1.85 2.76 -0.64
0.79 0.00 1.84
-0.78 0.17 1.10
-1.39 0.20 0.88
-0.21 -0.44 0.17
0.87 1.32 0.09
-0.74 0.41 -0.24
0.33 -0.75 0.40
0.06 -1.02 0.11
-1.41 -1.79 1.54
0.28 0.00 0.43
-0.19 0.74 -0.77
-0.87 -1.01 -1.40

## Properties
Net charge: -1
Energy relative to the best compared isomer or geometry (same formula, charge and spin) in eV: 1.672
Spin multiplicity: 2
HOMO-LUMO gap (alpha / beta) in eV: 2.784 / 7.002
HOMO (alpha / beta) in eV: 0.48 / -3.75
E_tot in eV: -27485.0759

No. 12
This record from the Open Molecules 2025 dataset describes an isolated molecule of C4H11NS2 at a distorted geometry. The level of theory is ωB97M-V/def2-TZVPD.

CARTESIAN COORDINATES (ANGSTROEM)
S -2.102692 -0.455699 -0.141308
S -0.706346 -0.857050 1.302828
C 0.884235 -1.384061 0.504842
C 1.123247 -0.835626 -0.892760
C 1.854609 0.508074 -0.902015
N 1.271493 1.562502 -0.100955
C 1.258405 2.899035 -0.736896
H -1.790999 0.826374 -0.411737
H 1.738901 -1.279772 1.166549
H 0.681143 -2.450213 0.403579
H 1.766755 -1.505607 -1.461419
H 0.169098 -0.752449 -1.418532
H 2.005871 0.825604 -1.933108
H 2.866289 0.269974 -0.542135
H 0.335593 1.318873 0.183442
H 1.574066 2.816728 -1.771141
H 0.247099 3.305866 -0.677482
H 1.876705 3.556413 -0.125685

Cartesian forces, eV/Å:
0.30 -0.19 -0.05
0.28 0.60 0.63
-1.12 -1.22 -1.10
0.13 0.96 0.13
0.65 -0.57 0.19
-0.43 0.30 -0.33
-0.31 -0.66 1.22
-0.04 0.00 0.03
-0.22 0.48 0.34
0.43 -0.14 -0.02
-0.11 -0.28 0.04
0.07 -0.13 -0.04
-0.17 0.07 -0.29
0.07 0.24 0.09
0.02 -0.12 0.06
0.15 0.36 -0.15
0.00 0.07 -0.25
0.29 0.23 -0.51

## Properties
Net charge: 0
Energy relative to the best compared isomer or geometry (same formula, charge and spin) in eV: 0.937
Spin multiplicity: 1
HOMO-LUMO gap in eV: 9.123
HOMO in eV: -8.65
E_tot in eV: -27486.3286
SMILES: CNCCCSS